This record from the OMol25 dataset describes a molecular structure, C17H31FeIN3O8P2S. The level of theory is ωB97M-V/def2-TZVPD.

Calculated values
Spin multiplicity: 5
HOMO energy (alpha / beta) (eV): -3.72 / -4.87
Charge: -1
Orbital gap (alpha / beta) (eV): 5.0 / 7.2
Energy relative to the best compared isomer or geometry (same formula, charge and spin) (kJ/mol): 190.6
LUMO energy (alpha / beta) (eV): 1.3 / 2.3

Structure (XYZ):
```
64
Properties=species:S:1:pos:R:3:nbo_charge:R:1
Fe 0.06855 0.28361 -0.53392 1.433
O -1.09398 3.51813 -1.75580 -0.959
S -1.50180 2.21284 -1.32639 2.561
O -2.95241 2.04257 -1.20492 -1.017
O -0.86749 1.85489 0.04988 -0.987
O -0.91172 1.08150 -2.16034 -0.999
C -2.86275 -2.65769 -2.35520 -0.677
C -1.81193 -1.91072 -1.59805 0.227
N -2.03807 -0.93103 -0.81769 -0.159
O -3.36175 -0.54564 -0.70689 -0.598
C -0.37835 -2.25669 -1.78431 0.091
C 0.06654 -3.46755 -2.52372 -0.665
N 0.49521 -1.40919 -1.33369 -0.098
O 1.76551 -1.58286 -1.48976 -0.586
H -3.82800 -2.18998 -2.20182 0.256
H -2.90812 -3.69955 -2.03041 0.219
H -2.61973 -2.65434 -3.42128 0.226
H -3.30601 0.43211 -0.79245 0.516
H -0.09451 -3.34987 -3.59981 0.221
H -0.48086 -4.35561 -2.20027 0.209
H 1.13005 -3.61354 -2.35419 0.258
N 2.35545 0.61683 -3.28753 -0.819
C 1.90809 1.71793 -2.62430 0.601
O 1.57911 1.56251 -1.40551 -0.824
C 1.89080 2.97786 -3.27561 -0.428
I 4.41537 4.24624 -2.77428 -0.651
H 2.21115 -0.26948 -2.80969 0.420
H 2.32189 0.62229 -4.29177 0.382
H 1.34341 3.77680 -2.80210 0.234
H 2.04085 3.01789 -4.34554 0.194
C 2.24707 3.30709 0.70274 -1.029
P 2.85213 1.63747 0.89404 2.006
C 3.67503 1.70664 2.50761 -1.004
C 4.20870 1.23925 -0.19242 -1.014
O 1.80423 0.52553 0.96207 -1.179
H 3.00259 3.89301 0.16998 0.280
H 2.08435 3.71517 1.70162 0.223
H 1.32211 3.31885 0.12875 0.301
H 4.38798 2.53662 2.53310 0.238
H 4.20573 0.77204 2.70241 0.234
H 2.92557 1.86169 3.28639 0.233
H 4.87559 2.09811 -0.29760 0.266
H 3.85847 0.94135 -1.17844 0.284
H 4.73054 0.40472 0.28214 0.228
C 0.07263 0.23838 3.16817 -0.944
P -0.44411 -0.64481 1.66352 1.085
C 0.42308 -2.23016 1.83728 -0.970
C -2.17607 -1.02353 2.09621 -0.365
C -3.02816 0.05311 2.35600 -0.182
C -4.35929 -0.16270 2.67767 -0.203
C -4.86097 -1.45802 2.73229 -0.209
C -4.02729 -2.53142 2.45544 -0.232
C -2.69083 -2.31420 2.13622 -0.145
H -0.24799 1.28095 3.12123 0.250
H 1.15700 0.21272 3.22033 0.255
H -0.37589 -0.24503 4.03483 0.223
H 0.31119 -2.64522 2.84082 0.222
H 1.47417 -2.03066 1.61936 0.272
H 0.05708 -2.94372 1.09683 0.240
H -2.65371 1.06873 2.26284 0.231
H -5.01151 0.68074 2.86696 0.213
H -5.90190 -1.62837 2.98079 0.206
H -4.41714 -3.54215 2.47972 0.205
H -2.05484 -3.16249 1.90844 0.200
```

=====

This record from the OMol25 dataset describes a molecular structure, C17H31N2O4RuSe. The level of theory is ωB97M-V/def2-TZVPD.

Calculated values
Spin multiplicity: 6
HOMO energy (alpha / beta) (eV): -13.87 / -14.16
Charge: +2
Orbital gap (alpha / beta) (eV): 9.0 / 5.9
LUMO energy (alpha / beta) (eV): -4.8 / -8.2

Structure (XYZ):
```
56
Properties=species:S:1:pos:R:3:nbo_charge:R:1
Ru 0.51739 -0.86227 -0.97237 1.309
C -2.30116 -2.54557 -0.97172 -0.254
O -0.86343 -2.69291 -0.96759 -0.591
C -0.42554 -3.73625 -1.86211 -0.102
C 1.06303 -3.84990 -1.69220 -0.097
O 1.65739 -2.57840 -2.01352 -0.585
C 2.10359 -2.41407 -3.37085 -0.098
C 2.27637 -0.92790 -3.54381 -0.101
O 1.04716 -0.26442 -3.19385 -0.582
C 0.09312 -0.22704 -4.27633 -0.261
H -2.76151 -3.52533 -0.85415 0.211
H -2.62945 -2.08782 -1.90620 0.193
H -2.55953 -1.91470 -0.12792 0.211
H -0.70505 -3.46452 -2.88537 0.190
H -0.92049 -4.67503 -1.60589 0.224
H 1.48428 -4.64143 -2.31206 0.226
H 1.32048 -4.04359 -0.65233 0.224
H 1.36009 -2.83275 -4.05313 0.192
H 3.05101 -2.93537 -3.51857 0.226
H 2.58000 -0.66025 -4.55622 0.227
H 3.02960 -0.55530 -2.84913 0.215
H 0.53617 0.29727 -5.12169 0.216
H -0.77454 0.32342 -3.92457 0.214
H -0.19886 -1.23521 -4.57320 0.182
C 2.03534 -1.41278 4.23178 -0.438
N 1.88024 -1.82313 2.83784 -0.552
C 1.72065 -1.00700 1.81164 0.799
N 1.54532 0.31787 2.01737 -0.811
O 1.69736 -1.49078 0.62516 -0.767
H 2.33138 -2.28310 4.80849 0.253
H 1.09829 -1.03165 4.63725 0.216
H 2.82280 -0.66521 4.32442 0.221
H 1.92016 -2.80245 2.60293 0.430
H 1.60070 0.67515 2.95953 0.420
H 1.93904 0.93873 1.32575 0.421
C -1.73237 4.86503 3.60008 -0.646
C -1.51586 3.88312 2.48205 0.079
C -1.70779 2.51859 2.67891 -0.226
C -1.54456 1.59638 1.65333 -0.036
C -1.80464 0.14154 1.92544 -0.635
C -1.18144 2.09752 0.39539 -0.158
Se -1.14969 0.91981 -1.10267 0.182
C -0.95845 3.45975 0.15121 -0.016
C -0.55365 4.03024 -1.18105 -0.647
C -1.12628 4.32594 1.22363 -0.219
H -1.99992 4.36153 4.52654 0.227
H -2.53517 5.55732 3.34412 0.247
H -0.83451 5.45797 3.77674 0.239
H -2.00629 2.16137 3.65770 0.223
H -1.85350 -0.03945 2.99782 0.238
H -1.01902 -0.49261 1.50661 0.191
H -2.75879 -0.18167 1.50278 0.232
H -0.21486 3.27717 -1.89156 0.212
H 0.26121 4.74194 -1.04993 0.246
H -1.38570 4.56811 -1.63795 0.252
H -0.95012 5.38408 1.06344 0.232
```

=====

This record from the OMol25 dataset describes 2 unconnected molecules or ions with the total composition C17H31NO9PS. The level of theory is ωB97M-V/def2-TZVPD.

Calculated values
HOMO energy (eV): -5.18
Charge: -1
Orbital gap (eV): 8.2
Energy relative to the best compared isomer or geometry (same formula, charge and spin) (kJ/mol): 0.0
LUMO energy (eV): 3.0

Structure (XYZ):
```
60
Properties=species:S:1:pos:R:3:nbo_charge:R:1
C 3.31848 -0.90427 0.36724 -0.743
C 2.13685 -1.76431 0.04118 0.823
O 2.16213 -2.76511 -0.64393 -0.621
O 1.02995 -1.37730 0.71952 -0.548
C -0.24124 -1.40827 0.05440 -0.089
C -0.45320 -0.08714 -0.68547 -0.172
C 0.25186 1.01613 0.20136 0.803
O 1.16113 1.64880 -0.34247 -0.747
O -0.16808 1.05440 1.35980 -0.775
C 0.14111 -0.14840 -2.11251 -0.246
C 0.06645 1.17336 -2.92146 -0.409
C 1.43300 1.68980 -3.34815 -0.405
C 1.38873 3.09329 -3.93056 -0.206
N 1.00115 4.08330 -2.91690 -0.829
C -0.50989 -1.23730 -2.94506 -0.073
O -1.91846 -0.95793 -3.15181 -0.723
S -2.82097 -0.89552 -1.85454 2.407
O -2.80554 -2.19273 -1.23316 -0.964
O -4.05842 -0.34177 -2.31315 -0.946
C -1.97151 0.24582 -0.80085 -0.793
P -2.85475 0.37448 0.87409 0.871
C -4.62990 0.09933 0.48929 -0.969
C -2.87354 2.18698 1.11379 -0.948
H 2.98979 0.09399 0.64810 0.264
H 3.78913 -1.33466 1.24681 0.262
H 3.99980 -0.84236 -0.47561 0.224
H -0.26376 -2.28421 -0.58601 0.203
H -0.99721 -1.53149 0.82228 0.223
H 1.19849 -0.41588 -2.03687 0.236
H -0.40365 1.97154 -2.35325 0.234
H -0.50778 0.98176 -3.83246 0.188
H 2.09390 1.67739 -2.48069 0.238
H 1.87652 1.02953 -4.10373 0.179
H 0.65704 3.15034 -4.74067 0.172
H 2.36854 3.30988 -4.37517 0.157
H 0.64173 4.91325 -3.37100 0.343
H 1.80715 4.38000 -2.38160 0.356
H -0.39263 -2.24760 -2.55838 0.201
H -0.07864 -1.21946 -3.94485 0.193
H -2.06004 1.19871 -1.32756 0.262
H -5.02839 0.63101 -0.37137 0.230
H -4.82196 -0.96611 0.39337 0.238
H -5.15023 0.46327 1.37974 0.218
H -2.94312 2.34486 2.18935 0.230
H -3.71265 2.68749 0.62550 0.204
H -1.92711 2.60539 0.78553 0.261
O 3.71974 -0.50767 3.33443 -0.605
C 2.65585 -0.87039 3.75787 0.809
O 2.50988 -2.17464 4.09003 -0.518
C 1.29135 -2.67813 4.63884 -0.063
C 0.28977 -3.03058 3.55777 -0.641
C 1.46766 0.05981 3.77904 -0.771
H 0.87723 -1.97697 5.36471 0.171
H 1.58803 -3.57088 5.18942 0.182
H -0.00667 -2.15302 2.98333 0.236
H -0.60439 -3.47198 4.00094 0.207
H 0.72737 -3.74720 2.86291 0.219
H 1.02470 0.06767 2.77731 0.321
H 1.83549 1.06194 3.98037 0.241
H 0.70379 -0.19027 4.51096 0.203
```

=====

This record from the OMol25 dataset describes a molecular structure, C17H31ORh. The level of theory is ωB97M-V/def2-TZVPD.

Calculated values
Spin multiplicity: 5
HOMO energy (alpha / beta) (eV): -15.89 / -17.69
Charge: +2
Orbital gap (alpha / beta) (eV): 8.6 / 7.6
LUMO energy (alpha / beta) (eV): -7.3 / -10.1

Structure (XYZ):
```
50
Properties=species:S:1:pos:R:3:nbo_charge:R:1
Rh -0.97903 -1.16228 -1.24482 1.171
C -0.72203 -0.14438 1.13658 -0.170
C 0.40427 -0.73578 0.47668 -0.008
C 0.74027 0.15602 -0.64932 0.068
C -0.24283 1.20572 -0.62652 -0.190
C -1.10133 1.06282 0.48968 0.139
C -2.14073 2.03192 0.94378 -0.114
C -3.48873 1.26912 1.10208 -0.588
C -2.33873 3.18292 -0.03422 -0.615
C -1.74273 2.56022 2.33008 -0.590
C 1.95347 0.31452 -1.54562 -0.135
C 2.56827 -0.98448 -2.07332 -0.602
C 2.98877 1.11422 -0.73452 -0.598
C 1.57867 1.12062 -2.80732 -0.601
C 1.00627 -2.05848 0.94058 -0.120
C 2.45157 -1.91328 1.43758 -0.603
C 0.19467 -2.62208 2.12008 -0.604
C 0.90177 -3.09408 -0.20402 -0.556
H -1.18183 -0.52368 2.03018 0.272
H -0.26423 2.04222 -1.30052 0.277
H -3.79483 0.86212 0.14068 0.204
H -4.24583 1.96362 1.45528 0.252
H -3.40163 0.46442 1.82528 0.208
H -2.55843 2.82882 -1.03872 0.210
H -1.45423 3.81732 -0.06902 0.223
H -3.16013 3.81822 0.28798 0.253
H -1.66203 1.75752 3.05618 0.214
H -2.48033 3.27512 2.68018 0.252
H -0.78123 3.06582 2.26678 0.222
H 3.05487 -1.55228 -1.28492 0.215
H 3.34377 -0.74528 -2.79862 0.254
H 1.81187 -1.58368 -2.58422 0.198
H 3.31887 0.56522 0.14478 0.221
H 2.57367 2.06282 -0.40072 0.219
H 3.84947 1.31452 -1.36962 0.252
H 0.68907 0.69452 -3.28022 0.196
H 2.39407 1.07622 -3.52632 0.254
H 1.42127 2.17222 -2.58212 0.221
H 2.51117 -1.17068 2.22858 0.233
H 3.13827 -1.63238 0.64238 0.215
H 2.79147 -2.86208 1.84588 0.249
H 0.24307 -1.96638 2.98278 0.227
H 0.61087 -3.57808 2.42548 0.252
H -0.84153 -2.78498 1.82608 0.200
H 1.76817 -3.08608 -0.85982 0.254
H -0.02953 -2.93428 -0.82512 0.109
H 0.81557 -4.09548 0.21248 0.269
O -3.18753 -1.33368 -1.62192 -0.980
H -3.53053 -1.41518 -2.52212 0.534
H -3.79343 -1.81988 -1.04452 0.535
```